Molecular formula: C8H13BaF2N3O3PS
Method: DFT, ωB97M-V with the def2-TZVPD basis set

Element x y z (Å)
1 O -3.59518 1.79245 1.23982
2 C -2.54913 1.62882 0.70250
3 F -1.49949 1.25325 1.48754
4 N -2.48666 1.83807 -0.73308
5 P -0.88690 2.45464 -1.32481
6 C 0.01040 0.80044 -1.14343
7 C 1.39204 1.11933 -0.39727
8 C 2.44801 -0.04890 -0.51076
9 C 1.84773 -1.48484 -0.21485
10 S 0.91196 -1.43197 1.37533
11 C 1.05453 -3.03153 2.20348
12 N 1.05510 -4.29276 1.73338
13 N 1.15116 -5.04051 2.87746
14 C 1.21501 -4.25061 3.95174
15 O 1.14087 -2.90663 3.56813
16 C -3.02553 0.72879 -1.52544
17 O -3.71198 1.00718 -2.53673
18 F -2.90312 -0.57553 -1.22743
19 H -1.31103 2.01462 -2.66550
20 H -1.55943 3.73017 -1.62494
21 H -0.45952 2.93366 -0.03272
22 H 0.31794 3.01888 -1.89830
23 H -0.50273 0.04481 -0.49458
24 H 0.29115 0.38737 -2.16133
25 H 1.19363 1.26666 0.70801
26 H 1.86366 2.07585 -0.74682
27 H 2.93659 -0.00120 -1.51834
28 H 3.26161 0.14315 0.25162
29 H 2.65043 -2.26776 -0.08967
30 H 1.23644 -1.79539 -1.10157
31 H 1.27359 -4.58803 5.00810
32 Ba -2.76114 3.47752 -3.15955

Forces on atoms 1 to 2 (eV/Å):
0.49 -0.09 -0.18
-1.82 -0.06 1.57

Values from the calculation:
maximum force	0.110	Eh/bohr
E_HOMO	-0.3997	hartree
electronic energy	-45360.9706	eV
Kohn-Sham gap	6.3	eV
charge	+1



Molecular formula: C21H32F3NO5P
Method: DFT, ωB97M-V with the def2-TZVPD basis set

Element x y z (Å)
1 C -3.91510 1.97075 -0.32629
2 C -3.87692 0.49986 0.15724
3 C -4.41565 -0.32182 -1.02438
4 C -2.41599 0.05319 0.38448
5 C -1.78890 0.41602 1.75603
6 C -1.21069 1.85690 1.73124
7 C 0.27159 2.07611 1.33997
8 C 0.64951 1.64033 -0.05916
9 C 1.60015 0.67933 -0.27199
10 C 1.96953 0.25196 -1.51800
11 C 1.38289 0.81579 -2.62136
12 C 0.46154 1.80242 -2.41888
13 C 0.08779 2.21101 -1.17730
14 P -0.45383 -0.83444 2.09993
15 O 0.16693 -0.37700 3.57974
16 O -1.30415 -2.20868 2.41369
17 C -2.85486 0.24432 2.90292
18 C -4.21546 -0.32609 2.48831
19 C -5.16200 -0.06446 3.69173
20 C -4.24216 -1.84002 2.27779
21 N -4.76145 0.43362 1.35027
22 O -5.98140 0.14328 1.08339
23 H -4.85924 2.19369 -0.82407
24 H -3.86717 2.65162 0.52810
25 H -3.07646 2.21059 -0.98182
26 H -4.36974 -1.39580 -0.84242
27 H -5.40106 0.01557 -1.33145
28 H -3.74896 -0.08831 -1.86137
29 H -2.32112 -1.02487 0.21911
30 H -1.83050 0.51487 -0.40960
31 H -1.30261 2.22366 2.75854
32 H -1.80020 2.53280 1.11281
33 H 0.42808 3.16100 1.36775
34 H 0.98051 1.66967 2.05926
35 H 2.04968 0.21777 0.60013
36 H 2.71030 -0.53347 -1.56974
37 H 1.66862 0.46388 -3.60376
38 H 0.01949 2.26148 -3.29807
39 H -0.64889 2.99799 -1.04469
40 H 1.10109 -0.23068 3.39287
41 H -0.63920 -2.90717 2.45692
42 H -3.05254 1.25124 3.28883
43 H -2.47864 -0.31898 3.75944
44 H -5.33642 0.99777 3.84635
45 H -4.68809 -0.53297 4.55733
46 H -6.07918 -0.62632 3.52458
47 H -5.22359 -2.14097 1.90386
48 H -3.49959 -2.18663 1.56055
49 H -4.06203 -2.37360 3.20991
50 C 7.60352 -1.57331 -5.03671
51 C 8.32337 -1.38477 -3.71888
52 O 7.42917 -0.88114 -2.70871
53 C 6.67534 -1.78357 -2.09457
54 O 6.66982 -2.96050 -2.30415
55 C 5.81975 -1.09759 -1.01967
56 F 5.26857 0.03515 -1.47010
57 F 6.56288 -0.78834 0.05257
58 F 4.83116 -1.88958 -0.60481
59 H 7.11873 -0.64553 -5.34260
60 H 8.30523 -1.87772 -5.81252
61 H 6.82745 -2.33415 -4.95413
62 H 9.10743 -0.63737 -3.82235
63 H 8.79367 -2.30780 -3.38212

Forces on atoms 1 to 2 (eV/Å):
-0.02 0.30 0.63
0.08 1.04 -1.30

Values from the calculation:
expectation value of S²	0.75
energy relative to the best compared isomer or geometry (same formula, charge and spin)	0.00	kJ/mol
multiplicity	2
maximum force	0.041	Eh/bohr
E_HOMO (spin up / spin down)	-0.3014 / -0.3017	hartree
electronic energy	-51464.4673	eV
Kohn-Sham gap (spin up / spin down)	8.7 / 8.7	eV
charge	0



Molecular formula: C30H28FIN3O5Os
Method: DFT, ωB97M-V with the def2-TZVPD basis set

Element x y z (Å)
1 Os 0.32760 0.18569 0.07440
2 O -0.23718 -3.44995 4.97737
3 C -0.22985 -2.71860 3.85250
4 C -0.53393 -1.35040 3.80816
5 C -0.45217 -0.66346 2.63251
6 N -0.06472 -1.21744 1.43496
7 C 0.07781 -2.57316 1.47006
8 C 0.04886 -3.33511 2.65744
9 C 0.17577 -3.40982 0.31981
10 O 0.37065 -4.52491 0.06438
11 O -0.25838 -2.52429 -0.97294
12 C -0.86769 0.79498 2.59451
13 O -1.30873 1.32354 3.59006
14 O -0.73717 1.31875 1.41827
15 H -0.46100 -2.90458 5.74193
16 H -0.84770 -0.78223 4.67654
17 H 0.21769 -4.40108 2.61165
18 C 5.27722 -0.71357 1.81248
19 C 3.77031 -0.98271 1.75863
20 C 3.25243 -1.37316 3.14363
21 C 3.44641 -2.04264 0.72067
22 C 4.01583 -3.30564 0.84562
23 C 3.83585 -4.27361 -0.12657
24 C 3.06566 -3.98615 -1.23817
25 C 2.43893 -2.75254 -1.38871
26 C 1.52922 -2.61432 -2.60238
27 C 1.45605 -1.26669 -3.31820
28 C 0.13569 -3.12983 -2.24300
29 C 2.62653 -1.78078 -0.39163
30 N 2.05357 -0.47590 -0.53355
31 C 2.92283 0.45970 -1.14295
32 C 4.20376 0.18838 -1.62544
33 C 4.95984 1.19014 -2.22105
34 C 4.47007 2.48005 -2.35857
35 C 3.19565 2.78200 -1.89172
36 C 2.48733 1.76538 -1.31239
37 F 1.20662 2.03044 -0.82158
38 H 5.48089 0.13662 2.46402
39 H 5.68148 -0.48769 0.82589
40 H 5.81870 -1.57324 2.21155
41 H 3.27177 -0.05706 1.47095
42 H 3.65078 -2.33889 3.46053
43 H 2.16461 -1.43488 3.15812
44 H 3.55508 -0.62942 3.88178
45 H 4.63818 -3.52316 1.70474
46 H 4.30602 -5.24256 -0.02641
47 H 2.93048 -4.74163 -2.00359
48 H 1.91003 -3.33431 -3.33194
49 H 0.86518 -0.54414 -2.75583
50 H 0.99122 -1.40630 -4.29569
51 H 2.44886 -0.84818 -3.47806
52 H -1.21710 -2.35272 -0.90434
53 H 0.11332 -4.21267 -2.12244
54 H -0.60603 -2.83192 -2.98299
55 H 4.60407 -0.81239 -1.54026
56 H 5.95090 0.95314 -2.58363
57 H 5.07021 3.25053 -2.82051
58 H 2.76976 3.77319 -1.96253
59 I -3.26796 -0.99550 0.66524
60 C -2.76435 0.48253 -0.71670
61 C -3.82810 1.10917 -1.34709
62 C -3.57804 1.96426 -2.40282
63 C -2.26711 2.12300 -2.81976
64 C -1.26696 1.48660 -2.11930
65 N -1.48279 0.70507 -1.03943
66 H -4.83596 0.90834 -1.01609
67 H -4.39148 2.47302 -2.90124
68 H -2.00912 2.74316 -3.66560
69 H -0.23703 1.60749 -2.41932

Forces on atoms 1 to 2 (eV/Å):
-0.03 0.49 -0.46
0.01 0.01 -0.04

Values from the calculation:
energy relative to the best compared isomer or geometry (same formula, charge and spin)	38.90	kJ/mol
maximum force	0.025	Eh/bohr
E_HOMO (spin up / spin down)	-0.3566 / -0.3567	hartree
electronic energy	-59550.1178	eV
Kohn-Sham gap (spin up / spin down)	5.6 / 5.6	eV
charge	+1



Molecular formula: C7H10MoNOS2SbSe4
Method: DFT, ωB97M-V with the def2-TZVPD basis set

Element x y z (Å)
1 Mo -0.59395 -0.66322 -0.33950
2 O 1.22267 0.41194 -0.68340
3 N 1.39724 1.64525 -0.19252
4 C 2.54649 2.18972 -0.51881
5 C 2.87760 3.40522 0.00445
6 C 2.04208 4.03894 0.93025
7 C 0.78575 3.47843 1.24371
8 C 0.52634 2.20482 0.68695
9 S -0.77975 1.26565 1.15848
10 H 3.17923 1.68237 -1.21285
11 H 3.63735 4.04886 -0.43286
12 H 2.39690 4.97559 1.41679
13 H 0.12036 3.92883 1.92263
14 Se 4.50080 -0.96859 -1.47663
15 Sb 2.60075 -2.36151 -1.97513
16 Se -1.60987 -0.76402 -2.29401
17 Se 0.96823 -2.59957 -0.01265
18 Se 2.27085 -4.00532 -3.58644
19 C -2.32396 -3.46395 0.32637
20 S -2.13460 -1.84242 0.87001
21 C -3.87643 -1.38552 0.87159
22 H -2.36855 -3.40007 -0.77658
23 H -3.14663 -3.91801 0.84508
24 H -1.45880 -3.96117 0.61665
25 H -4.37942 -2.17313 1.47353
26 H -4.29158 -1.37113 -0.18674
27 H -4.10910 -0.39798 1.32164

Forces on atoms 1 to 2 (eV/Å):
2.90 1.62 -1.17
-1.77 -0.52 0.37

Values from the calculation:
expectation value of S²	0.81
energy relative to the best compared isomer or geometry (same formula, charge and spin)	65.33	kJ/mol
multiplicity	2
maximum force	0.069	Eh/bohr
E_HOMO (spin up / spin down)	-0.4177 / -0.4173	hartree
electronic energy	-302400.8801	eV
Kohn-Sham gap (spin up / spin down)	6.1 / 5.7	eV
charge	+1



Molecular formula: C29H30AsBrClN4O7PtS
Method: DFT, ωB97M-V with the def2-TZVPD basis set

Element x y z (Å)
1 Pt 0.34406 1.30560 0.02476
2 N -6.55553 -2.24509 -1.12807
3 C -5.16738 -2.15284 -0.97516
4 C -4.42249 -1.33714 -1.82691
5 C -3.04549 -1.30021 -1.73100
6 C -2.39840 -2.07027 -0.76979
7 C -3.12802 -2.88971 0.08290
8 C -4.50824 -2.92991 -0.02412
9 S -0.65304 -2.00429 -0.63401
10 O -0.12336 -1.69063 -1.93456
11 O -0.22888 -3.20489 0.02268
12 N -0.35018 -0.70465 0.28649
13 C -0.43118 -0.74347 1.68212
14 N 0.15033 0.32724 2.23435
15 C 0.15932 0.43259 3.55193
16 C -0.41096 -0.53630 4.36150
17 C -1.01894 -1.58866 3.69586
18 N -1.04697 -1.71213 2.37130
19 H -6.99074 -1.45642 -1.57505
20 H -7.05864 -2.57128 -0.32128
21 H -4.93061 -0.73086 -2.57038
22 H -2.46200 -0.68731 -2.40222
23 H -2.60142 -3.48100 0.82143
24 H -5.08608 -3.57179 0.63359
25 H 0.64051 1.31565 3.96007
26 H -0.40308 -0.46673 5.44037
27 H -1.52909 -2.37118 4.25258
28 C 5.53380 -2.88572 2.66995
29 C 4.50577 -3.16485 1.60542
30 C 3.98533 -4.43321 1.41090
31 C 3.05660 -4.66956 0.40593
32 Cl 2.40625 -6.28766 0.20441
33 C 2.63456 -3.65009 -0.41636
34 C 3.13803 -2.36497 -0.22688
35 C 4.06598 -2.13024 0.77615
36 O 4.65282 -0.92083 1.02631
37 C 4.46090 0.15074 0.11175
38 C 3.16395 0.92005 0.34616
39 O 3.14626 1.75213 1.25205
40 O 2.22504 0.64509 -0.50838
41 H 5.73576 -3.78554 3.25172
42 H 5.19437 -2.09603 3.34370
43 H 6.46988 -2.53962 2.22493
44 H 4.31047 -5.25012 2.04438
45 H 1.89118 -3.82843 -1.18236
46 H 2.76701 -1.55918 -0.84706
47 H 4.50857 -0.20491 -0.91877
48 H 5.28012 0.83457 0.30881
49 C -0.28442 4.83322 -0.40622
50 As 0.99916 3.53339 0.20229
51 C 1.30452 4.16513 1.99360
52 C 2.58462 4.16547 -0.69031
53 H 0.09969 5.83383 -0.21567
54 H -1.21879 4.67582 0.13021
55 H -0.47423 4.70068 -1.47081
56 H 1.58085 5.21604 1.95107
57 H 2.10452 3.57406 2.43126
58 H 0.39222 4.04609 2.57697
59 H 2.70857 5.22792 -0.49042
60 H 2.49570 3.99445 -1.76170
61 H 3.43581 3.60744 -0.30884
62 Br -5.07039 2.65610 -5.05910
63 C -3.55006 2.20050 -4.00083
64 C -2.37620 1.82292 -4.64332
65 C -1.27665 1.48635 -3.86422
66 C -1.36528 1.54706 -2.48013
67 C -2.53352 1.93323 -1.85218
68 C -3.64844 2.25720 -2.62320
69 C -2.65326 2.04494 -0.33713
70 O -3.78127 2.14613 0.12212
71 O -1.57015 2.11536 0.39350
72 H -2.33085 1.78743 -5.72398
73 H -0.35592 1.16145 -4.33672
74 H -0.52771 1.26362 -1.82684
75 H -4.56469 2.53823 -2.12154

Forces on atoms 1 to 2 (eV/Å):
0.09 0.96 -0.89
0.19 -0.09 -0.08

Values from the calculation:
maximum force	0.027	Eh/bohr
E_HOMO	-0.1815	hartree
electronic energy	-208342.1308	eV
Kohn-Sham gap	7.2	eV
charge	-1



Please write out number 2 again, unchanged.
Molecular formula: C21H32F3NO5P
Method: DFT, ωB97M-V with the def2-TZVPD basis set

Element x y z (Å)
1 C -3.91510 1.97075 -0.32629
2 C -3.87692 0.49986 0.15724
3 C -4.41565 -0.32182 -1.02438
4 C -2.41599 0.05319 0.38448
5 C -1.78890 0.41602 1.75603
6 C -1.21069 1.85690 1.73124
7 C 0.27159 2.07611 1.33997
8 C 0.64951 1.64033 -0.05916
9 C 1.60015 0.67933 -0.27199
10 C 1.96953 0.25196 -1.51800
11 C 1.38289 0.81579 -2.62136
12 C 0.46154 1.80242 -2.41888
13 C 0.08779 2.21101 -1.17730
14 P -0.45383 -0.83444 2.09993
15 O 0.16693 -0.37700 3.57974
16 O -1.30415 -2.20868 2.41369
17 C -2.85486 0.24432 2.90292
18 C -4.21546 -0.32609 2.48831
19 C -5.16200 -0.06446 3.69173
20 C -4.24216 -1.84002 2.27779
21 N -4.76145 0.43362 1.35027
22 O -5.98140 0.14328 1.08339
23 H -4.85924 2.19369 -0.82407
24 H -3.86717 2.65162 0.52810
25 H -3.07646 2.21059 -0.98182
26 H -4.36974 -1.39580 -0.84242
27 H -5.40106 0.01557 -1.33145
28 H -3.74896 -0.08831 -1.86137
29 H -2.32112 -1.02487 0.21911
30 H -1.83050 0.51487 -0.40960
31 H -1.30261 2.22366 2.75854
32 H -1.80020 2.53280 1.11281
33 H 0.42808 3.16100 1.36775
34 H 0.98051 1.66967 2.05926
35 H 2.04968 0.21777 0.60013
36 H 2.71030 -0.53347 -1.56974
37 H 1.66862 0.46388 -3.60376
38 H 0.01949 2.26148 -3.29807
39 H -0.64889 2.99799 -1.04469
40 H 1.10109 -0.23068 3.39287
41 H -0.63920 -2.90717 2.45692
42 H -3.05254 1.25124 3.28883
43 H -2.47864 -0.31898 3.75944
44 H -5.33642 0.99777 3.84635
45 H -4.68809 -0.53297 4.55733
46 H -6.07918 -0.62632 3.52458
47 H -5.22359 -2.14097 1.90386
48 H -3.49959 -2.18663 1.56055
49 H -4.06203 -2.37360 3.20991
50 C 7.60352 -1.57331 -5.03671
51 C 8.32337 -1.38477 -3.71888
52 O 7.42917 -0.88114 -2.70871
53 C 6.67534 -1.78357 -2.09457
54 O 6.66982 -2.96050 -2.30415
55 C 5.81975 -1.09759 -1.01967
56 F 5.26857 0.03515 -1.47010
57 F 6.56288 -0.78834 0.05257
58 F 4.83116 -1.88958 -0.60481
59 H 7.11873 -0.64553 -5.34260
60 H 8.30523 -1.87772 -5.81252
61 H 6.82745 -2.33415 -4.95413
62 H 9.10743 -0.63737 -3.82235
63 H 8.79367 -2.30780 -3.38212

Forces on atoms 1 to 2 (eV/Å):
-0.02 0.30 0.63
0.08 1.04 -1.30

Values from the calculation:
expectation value of S²	0.75
energy relative to the best compared isomer or geometry (same formula, charge and spin)	0.00	kJ/mol
multiplicity	2
maximum force	0.041	Eh/bohr
E_HOMO (spin up / spin down)	-0.3014 / -0.3017	hartree
electronic energy	-51464.4673	eV
Kohn-Sham gap (spin up / spin down)	8.7 / 8.7	eV
charge	0